Entry 1:
{
  "formula": "C3H7N2O",
  "method": "ωB97M-V with the def2-TZVPD basis set",
  "lumo_ev": -3.93,
  "fmax_ev_per_a": 4.336,
  "homo_energy_ev": -14.665,
  "charge": 1,
  "smiles": "CC1=[NH+]CON1",
  "species": ["C", "C", "N", "C", "O", "N", "H", "H", "H", "H", "H", "H", "H"],
  "xyz": [[0.0656, -0.2949, -1.9580], [-0.0566, -0.0348, -0.4439], [0.9442, 0.3754, 0.3596], [0.2167, 0.3336, 1.8830], [-0.9266, -0.4112, 1.6047], [-1.0828, -0.5059, 0.2133], [-0.9917, -0.2871, -2.2376], [0.5685, -1.2073, -2.1927], [0.7902, 0.5055, -2.2957], [1.5265, 1.2490, 0.3875], [0.9293, -0.2614, 2.5995], [0.0347, 1.4305, 2.2129], [-2.0179, -0.8913, -0.1325]],
  "forces_ev_per_a": [[0.223, 2.470, 1.871], [1.649, -1.053, -0.991], [-1.762, 0.973, 3.841], [2.911, 0.539, -1.083], [-0.953, -0.381, -0.169], [-0.989, 0.097, 0.128], [0.564, 0.260, -1.148], [0.047, -0.903, 0.312], [-1.508, -0.586, -0.342], [-0.741, -1.405, -1.346], [-1.529, 1.244, -1.345], [0.084, -1.903, -0.531], [2.003, 0.648, 0.802]]
}

Entry 2:
{
  "formula": "C3H7N2O",
  "method": "ωB97M-V with the def2-TZVPD basis set",
  "lumo_ev": -4.14,
  "fmax_ev_per_a": 4.258,
  "homo_energy_ev": -14.657,
  "charge": 1,
  "smiles": "O=CN1C[NH2+]C1",
  "species": ["O", "C", "N", "C", "N", "C", "H", "H", "H", "H", "H", "H", "H"],
  "xyz": [[-2.2484, -0.0533, 1.2719], [-1.9197, -0.3591, 0.1601], [-0.7003, 0.1309, -0.4194], [0.5499, -0.7694, -0.7554], [1.3800, 0.2623, 0.0217], [0.1764, 1.0143, 0.4584], [-2.2137, -1.1360, -0.4555], [0.5707, -1.8856, -0.3751], [0.6740, -0.7788, -1.7752], [1.9134, -0.1269, 0.9125], [2.0214, 0.7969, -0.5937], [0.1973, 2.0802, 0.1267], [-0.4011, 0.8246, 1.4229]],
  "forces_ev_per_a": [[-0.614, 0.406, -0.739], [3.445, 0.599, 1.522], [1.954, 0.209, -0.027], [-2.801, -0.601, 3.150], [1.678, -1.742, 2.233], [-3.743, -0.004, -1.062], [-1.862, -1.702, -1.145], [0.029, 2.471, -0.223], [0.994, 0.251, -2.252], [-0.934, 0.789, -2.555], [-0.321, -0.305, 0.634], [0.085, -0.909, 0.503], [2.092, 0.539, -0.039]]
}

Entry 3:
{
  "formula": "C3H7N2O2",
  "method": "ωB97M-V with the def2-TZVPD basis set",
  "lumo_ev": 4.12,
  "fmax_ev_per_a": 2.803,
  "homo_energy_ev": -2.826,
  "charge": -1,
  "smiles": "NCC(=O)NC[O-]",
  "species": ["N", "C", "C", "O", "N", "C", "O", "H", "H", "H", "H", "H", "H", "H"],
  "xyz": [[-2.5742, 0.4752, -0.1489], [-1.6223, 0.3239, 1.0264], [-0.2964, -0.4002, 0.5122], [0.0638, -1.3757, 1.2034], [0.2734, 0.0919, -0.6687], [1.8679, -0.1345, -0.7006], [2.5000, 0.8913, -1.0941], [-2.1265, 0.9887, -0.9020], [-2.7245, -0.4300, -0.5520], [-1.2344, 1.2451, 1.4272], [-2.0324, -0.3673, 1.8826], [-0.0419, 0.9723, -1.1041], [1.9440, -1.0347, -1.3959], [2.1154, -0.2031, 0.4658]],
  "forces_ev_per_a": [[0.168, 0.815, 1.514], [0.550, -2.454, -1.181], [-1.278, 0.135, -0.086], [0.299, 1.344, -1.451], [-0.408, -1.394, 2.398], [0.378, 0.074, 1.590], [0.620, 1.746, -1.603], [0.108, 0.117, 0.333], [-0.020, -0.597, 0.051], [-0.612, 0.747, 0.119], [0.504, 1.507, -1.835], [0.364, -0.603, 0.802], [0.079, 0.055, 1.140], [-0.751, -1.493, -1.790]]
}

Q: Number 1 is which compound?
A: C3H7N2O